[1]
# C15H26IO2P2Ru

A structure of composition C15H26IO2P2Ru in a non-equilibrium geometry (wB97M-V/def2-TZVPD, OMol25).

Values from the calculation:
Relative energy (zero: lowest compared OMol25 entry of this formula, charge and spin) = 85.0 kJ/mol
Frontier orbital gap (alpha / beta) = 6.942 / 4.537 eV
Highest occupied orbital energy (alpha / beta) = -13.03 / -15.42 eV
Lowest unoccupied orbital energy (alpha / beta) = -6.1 / -10.9 eV
<S²> = 8.790
M = 528.293 g mol⁻¹

The geometry in ORCA input format:
```
! wB97M-V def2-TZVPD RIJCOSX def2/J DEFGRID3
* xyz 2 6
C 0.0374 0.6071 -4.1111
C 0.0328 1.4362 -2.8605
H 0.0424 1.2522 -5.0005
H -0.8483 -0.0419 -4.1399
H 0.9281 -0.0357 -4.1290
O 0.0338 2.6566 -2.8240
I 0.0004 -2.3818 -1.7673
Ru 0.0235 0.2700 -1.1097
P 2.2234 0.0917 -0.3110
C 2.8341 1.3371 0.8774
C 3.0701 -1.4113 0.2487
H 4.1547 -1.2310 0.2343
H 4.1780 0.6321 -1.6677
H 2.8170 -2.2459 -0.4162
H 2.9214 -0.2584 -2.5964
H 2.4163 1.1341 1.8710
H 2.7588 -1.6580 1.2692
C 3.1028 0.5302 -1.8549
H 3.9298 1.2824 0.9196
H 2.6982 1.4810 -2.2258
H 2.5266 2.3415 0.5619
P -2.1951 0.1002 -0.3502
C -2.8295 1.3562 0.8190
C -3.0800 0.4560 -1.9012
H -2.5859 -2.2856 -0.2666
H -4.0273 -1.3462 0.2549
H -2.6423 -1.5643 1.3644
C -2.9316 -1.4225 0.3154
H -2.9148 -0.3750 -2.5983
H -4.1503 0.5850 -1.7045
H -3.9269 1.3563 0.7800
H -2.4546 2.3506 0.5503
H -2.6643 1.3790 -2.3282
H -2.5055 1.1290 1.8429
C 0.0189 1.9217 -0.2675
O 0.0180 2.9786 0.2440
C -0.3028 -1.4974 4.0316
C -0.0773 -2.4272 3.0080
C 0.1789 -1.9760 1.7005
C 0.2193 -0.6268 1.4531
C -0.0204 0.3083 2.4334
C -0.2679 -0.1313 3.7487
H -0.5096 -1.8426 5.0528
H -0.0998 -3.4996 3.2177
H 0.3260 -2.6903 0.8860
H -0.0203 1.3709 2.2072
H -0.4362 0.6048 4.5385
*
```

=====

[2]
# C4H3N3O2S

The molecule C4H3N3O2S in a non-equilibrium geometry (wB97M-V/def2-TZVPD, OMol25).

Values from the calculation:
Relative energy (zero: lowest compared OMol25 entry of this formula, charge and spin) = 107.6 kJ/mol
Frontier orbital gap (alpha / beta) = 8.510 / 7.097 eV
Highest occupied orbital energy (alpha / beta) = -9.84 / -9.42 eV
Lowest unoccupied orbital energy (alpha / beta) = -1.3 / -2.3 eV
M = 157.154 g mol⁻¹

The geometry in ORCA input format:
```
! wB97M-V def2-TZVPD RIJCOSX def2/J DEFGRID3
* xyz 0 1
C -2.9252 0.7037 -0.3967
C -0.9254 0.0344 0.4275
C -1.6381 0.0924 1.6074
C 1.5205 -0.1412 0.5220
N -1.7158 0.3438 -0.6641
N 0.2757 -0.5494 0.2075
N 1.7323 1.1086 1.0579
O 2.4832 -0.9468 0.4776
O 2.9854 1.2944 1.4117
S -3.2171 0.6876 1.2917
H -3.7033 0.7696 -1.0858
H 0.1328 -1.5262 -0.2776
H 3.4024 0.3144 1.3933
*
```